Molecular formula: C14H38ClN3O6
Method: DFT, ωB97M-V with the def2-TZVPD basis set

Each line ends with the Mulliken charge.
Cartesian coordinates (Å):
H  -1.05686  5.61598  16.29920  0.2572
H  -3.21000  4.28101  11.37231  0.2266
H  -1.24309  3.17979  8.17675  0.2492
H  -0.96177  -1.16279  10.28444  0.3878
H  -2.71473  -1.02188  10.21832  0.3435
C  -1.87598  6.15221  14.34736  -0.8286
C  -2.33128  1.78830  7.06763  -0.7223
H  -7.26150  4.42212  14.95189  0.2154
H  -4.72972  3.69203  11.31551  0.4267
H  -3.64743  3.29589  10.10515  0.2939
O  -4.38104  7.22112  7.26565  -0.6721
C  -7.63084  4.92691  14.05921  -0.1017
H  -5.71373  1.05441  8.60548  0.3174
C  -5.20535  0.81265  7.67210  -1.3775
H  0.69844  5.95817  13.60264  0.3359
H  -1.21813  -0.44314  7.95008  0.4155
O  -9.70138  6.65950  13.70088  -0.9061
H  0.44268  4.77776  12.34081  0.3864
H  -6.88218  5.67613  13.80171  0.0903
N  -1.26408  5.11841  13.50541  0.3635
H  0.48041  7.20387  11.47244  0.4201
H  -0.16963  2.07625  7.22620  0.2769
C  -1.78203  -0.47722  10.07165  -1.2945
O  -6.17054  8.69322  6.77823  -0.6454
N  -2.75522  0.99075  8.28594  0.4253
H  -1.07943  3.35332  6.33673  0.4200
H  -1.81729  0.27110  10.86340  0.2110
C  -0.38744  6.68825  11.88363  -1.2421
H  -1.70082  7.30224  16.09578  0.4168
C  -8.89202  5.76677  14.51281  -0.5192
C  -2.18031  3.12135  14.88232  -1.3039
C  -3.91844  0.08284  8.00264  -0.3694
H  -0.85827  7.53028  12.39097  0.3209
H  -0.11597  6.82836  15.45864  0.2589
H  -4.27979  4.83804  10.26829  0.3042
C  -1.13355  6.48646  15.64767  -1.0774
C  -1.55158  0.22580  8.74344  -0.5405
Cl  -5.78230  7.51580  7.47569  1.5920
O  -7.69749  3.93586  13.02154  -0.9085
H  -1.85166  2.31833  15.54206  0.4186
H  -2.68074  3.80141  15.57166  0.2889
H  -2.04358  7.08335  13.80608  0.4447
O  -6.07874  7.57395  8.89990  -0.6097
O  -6.50025  6.32523  7.03859  -0.6578
H  -0.42504  3.14449  13.52358  0.4557
H  -5.14881  1.69006  7.02785  0.3455
H  -2.86444  2.77876  14.10598  0.3221
H  -8.58590  6.44652  15.30800  0.1836
C  -0.02948  5.60362  12.87290  -0.5470
H  -3.16513  2.39819  6.72002  0.4083
H  -1.04934  6.29860  11.11022  0.2130
N  -3.95682  4.01031  10.74856  -0.5653
H  -2.13323  1.03198  6.30812  0.4231
H  -5.90236  0.22445  7.07519  0.3757
H  -2.85071  5.70878  14.55075  0.4247
H  -0.68310  0.87172  8.87241  0.3317
H  -0.18605  4.07415  14.87828  0.4756
C  -0.97737  3.82546  14.17113  -0.8082
H  -9.61332  5.09947  14.98453  0.2536
H  -3.72094  -0.58779  7.16636  0.3208
C  -1.05984  2.70510  7.21281  -1.2033
H  -4.16956  -0.61119  8.80473  0.2592

Computed properties:
ΔE to the lowest compared entry with this formula, charge and spin, kJ/mol: 227.7
HOMO energy, eV: 1.36
Net charge: -2
DFT total energy, eV: -44396.9293
LUMO, Eh: 0.1212
Gap between HOMO and LUMO, eV: 1.9


Molecular formula: C4H13N2O2
Method: DFT, ωB97M-V with the def2-TZVPD basis set

Each line ends with the Mulliken charge.
Cartesian coordinates (Å):
H  -0.36522  0.15853  1.33073  0.4291
H  -4.05252  0.95579  -0.21869  0.2934
H  -3.80442  0.14671  -1.50888  0.3018
C  -0.24649  -0.10288  0.28585  -1.0627
H  2.59308  -1.89921  0.11152  0.2974
H  -0.98331  -0.89178  0.10546  0.4131
H  -1.59686  1.04269  -0.80437  0.3440
N  1.75227  -1.51519  0.50088  -0.1540
H  1.57303  -1.66515  2.60844  0.2875
H  -0.49527  3.17834  -0.53544  0.3688
C  1.25520  -2.17641  1.70804  -0.8348
C  -0.43422  2.37749  0.19663  -0.9460
H  -1.23190  2.46403  0.93743  0.3592
O  1.58714  -0.00978  -1.18264  -0.6457
H  1.58455  -3.21039  1.68748  0.3439
O  -3.35083  0.59776  -0.77559  -0.6307
N  -0.59771  1.08533  -0.52901  -0.0621
H  0.00127  1.06325  -1.36417  0.4373
H  0.55307  2.40609  0.64563  0.3534
H  0.17344  -2.23507  1.70098  0.2967
C  1.13771  -0.54905  -0.18818  0.8104

Computed properties:
ΔE to the lowest compared entry with this formula, charge and spin, kJ/mol: 91.5
HOMO energy, eV: -13.79
Net charge: +1
DFT total energy, eV: -11428.5254
LUMO, Eh: -0.1068
Gap between HOMO and LUMO, eV: 10.9


Molecular formula: C6H3NO
Method: DFT, ωB97M-V with the def2-TZVPD basis set

Each line ends with the Mulliken charge.
Cartesian coordinates (Å):
C  -0.66234  -1.63824  0.74471  -0.4331
C  -0.94330  -2.71404  1.28908  -0.0443
H  -1.51437  -3.58680  2.01188  0.3243
C  -0.30082  -0.45459  0.02914  0.3497
N  -0.71527  -0.01907  -1.13363  -0.4886
C  -0.23903  1.27937  -1.33033  -0.1402
C  0.83299  1.64521  -0.60733  -0.4215
H  -0.63252  1.91136  -2.11758  0.4043
O  1.87598  0.22926  1.01984  -0.4784
C  0.92081  0.58196  0.37837  0.6712
H  1.37788  2.76557  -0.28415  0.2565

Computed properties:
ΔE to the lowest compared entry with this formula, charge and spin, kJ/mol: 340.0
HOMO energy, eV: -9.54
DFT total energy, eV: -9802.6833
Structure (SMILES): C#CC1=NC=CC1=O
LUMO, Eh: -0.0521
Gap between HOMO and LUMO, eV: 8.1